Here is a structure of composition C52H51BF4LaN7O4P2 from the Open Molecules 2025 dataset. Energies are from the ωB97M-V functional and the def2-TZVPD basis.

The geometry in XYZ format:
```
122
Properties=species:S:1:pos:R:3
La 0.155 -0.519 0.813
C 3.463 3.578 0.187
C 2.883 4.148 -1.127
P 1.905 2.989 -2.217
C 0.679 4.172 -2.929
C 0.342 4.105 -4.283
C -0.727 4.826 -4.790
C -1.483 5.636 -3.956
C -1.153 5.722 -2.613
C -0.092 4.989 -2.102
C 3.099 2.966 -3.641
C 3.430 4.135 -4.329
C 4.355 4.113 -5.358
C 4.982 2.923 -5.707
C 4.669 1.757 -5.031
C 3.724 1.779 -4.012
C 4.232 2.231 0.078
P 3.511 0.816 1.089
C 4.610 -0.567 0.541
C 5.466 -0.524 -0.559
C 6.205 -1.643 -0.923
C 6.084 -2.822 -0.207
C 5.219 -2.882 0.880
C 4.495 -1.764 1.253
C 4.380 1.150 2.679
C 5.762 1.320 2.738
C 6.398 1.482 3.956
C 5.662 1.448 5.135
C 4.287 1.289 5.085
C 3.648 1.147 3.861
H 2.663 3.478 0.917
H 4.153 4.338 0.559
H 3.714 4.522 -1.728
H 2.226 4.984 -0.887
H 0.923 3.485 -4.953
H -0.968 4.746 -5.843
H -2.321 6.195 -4.354
H -1.732 6.352 -1.948
H 0.119 5.036 -1.044
H 2.951 5.068 -4.056
H 4.594 5.025 -5.890
H 5.704 2.908 -6.514
H 5.161 0.829 -5.295
H 3.463 0.863 -3.500
H 5.258 2.374 0.416
H 4.258 1.933 -0.973
H 5.577 0.388 -1.133
H 6.878 -1.582 -1.769
H 6.665 -3.688 -0.495
H 5.101 -3.809 1.425
H 3.828 -1.818 2.104
H 6.352 1.316 1.829
H 7.471 1.624 3.989
H 6.166 1.553 6.086
H 3.706 1.261 5.998
H 2.575 1.022 3.828
C -4.391 2.613 0.955
C -4.985 2.505 -0.292
C -4.380 1.709 -1.248
C -3.206 1.030 -0.926
N -2.628 1.155 0.265
C -3.203 1.933 1.171
C -2.511 0.214 -1.950
C -3.217 -0.339 -3.018
C -2.520 -0.938 -4.053
C -1.138 -0.934 -4.009
C -0.522 -0.429 -2.875
N -1.183 0.098 -1.848
H -4.832 3.224 1.729
H -5.892 3.045 -0.529
H -4.801 1.640 -2.240
H -2.679 2.029 2.115
H -4.296 -0.312 -3.035
H -3.052 -1.381 -4.886
H -0.551 -1.330 -4.826
H 0.556 -0.437 -2.787
O 2.208 -0.845 -1.418
H 2.315 -1.786 -1.611
H 3.023 -0.594 -0.961
N 0.101 3.005 1.098
C 0.165 1.866 0.891
O -0.224 -3.054 1.326
N 0.936 -3.460 1.174
O 1.694 -2.648 0.548
C 0.170 -4.585 -2.883
C -0.813 -3.823 -2.010
O -0.216 -2.669 -1.433
H -0.316 -5.442 -3.350
H 1.003 -4.950 -2.279
H 0.562 -3.932 -3.664
H -1.201 -4.482 -1.224
H -1.651 -3.460 -2.609
H 0.603 -2.956 -1.001
F 1.692 -1.067 2.918
B 0.645 -0.791 3.869
F 1.096 -0.812 5.147
F 0.147 0.485 3.479
F -0.373 -1.704 3.595
N -6.335 -4.402 2.816
C -7.368 -4.747 3.652
C -8.208 -5.853 3.709
C -9.152 -5.867 4.716
C -9.260 -4.813 5.633
C -8.432 -3.712 5.573
C -7.465 -3.680 4.569
N -6.504 -2.738 4.285
C -5.849 -3.192 3.251
C -4.716 -2.515 2.629
C -4.209 -2.891 1.386
C -3.093 -2.244 0.892
N -2.463 -1.268 1.539
C -2.969 -0.885 2.713
C -4.084 -1.463 3.286
H -5.967 -4.964 2.071
H -8.127 -6.667 3.002
H -9.826 -6.709 4.803
H -10.013 -4.869 6.408
H -8.514 -2.895 6.277
H -4.670 -3.675 0.799
H -2.683 -2.528 -0.071
H -2.446 -0.086 3.223
H -4.458 -1.129 4.243
```

Results
Kohn-Sham gap = 7.746 eV
lowest unoccupied orbital energy = -0.3328 eV
total charge = 0
DFT total energy = -104364.7868 eV
energy relative to the best compared isomer or geometry (same formula, charge and spin) = 0.0 kJ/mol
M = 1125.7 g/mol